DFT (ωB97M-V with the def2-TZVPD basis set) results for an isolated molecule of C19H31N5O3.

Last column: Löwdin charge in e.
Element x y z (Å)
C -0.3568 4.2862 2.2320  -0.0503
C -1.7903 3.8121 2.4281  -0.3419
C -2.0273 3.3133 3.8524  -0.1422
C -3.4244 2.7395 4.0091  -0.2034
O -3.6587 1.6919 3.0807  -0.1202
C -3.5511 2.1545 1.7523  -0.1580
C -2.1475 2.6897 1.4498  -0.1948
C -2.1344 3.1917 0.0120  -0.4279
O -2.5468 4.3130 -0.2462  0.0599
N -1.7009 2.3403 -0.9593  -0.0894
C -1.6742 2.7934 -2.3389  -0.0264
C -1.2073 0.9943 -0.7162  -0.1714
C 0.2934 0.9419 -0.4505  -0.1731
C 0.7918 -0.4876 -0.2717  -0.1842
C 2.1365 -0.5482 0.4604  -0.1106
C 2.5933 -1.9819 0.6224  -0.4517
O 2.2882 -2.6217 1.6149  0.0635
N 3.3440 -2.5447 -0.3804  -0.0442
C 3.5691 -3.9859 -0.2999  -0.1292
C 2.3741 -4.7653 -0.8734  -0.0773
C 1.9966 -4.0873 -2.1455  -0.1769
C 2.4441 -2.8649 -2.5641  -0.2386
N 1.8740 -2.5689 -3.7553  0.0551
N 1.0949 -3.5496 -4.0918  0.0288
N 1.1572 -4.4774 -3.1249  -0.1376
C 0.3781 -5.6912 -3.2260  -0.0044
C 3.3752 -2.0258 -1.7474  -0.0816
H 0.3465 3.4652 2.4021  0.0797
H -0.2030 4.6702 1.2227  0.0812
H -0.1099 5.0834 2.9353  0.0813
H -2.4693 4.6456 2.2254  0.1473
H -1.2948 2.5361 4.0965  0.1261
H -1.8837 4.1299 4.5651  0.1226
H -3.5717 2.3084 4.9985  0.1231
H -4.1745 3.5299 3.8622  0.1278
H -3.7986 1.3094 1.1077  0.1313
H -4.2803 2.9547 1.5645  0.1408
H -1.4351 1.8755 1.6004  0.1344
H -1.9067 3.8527 -2.3651  0.0845
H -0.6854 2.6277 -2.7714  0.0879
H -2.4093 2.2500 -2.9376  0.0938
H -1.7488 0.5349 0.1108  0.1155
H -1.4457 0.3976 -1.6012  0.1323
H 0.8302 1.4341 -1.2662  0.1198
H 0.5053 1.5224 0.4534  0.1077
H 0.0677 -1.0575 0.3195  0.1277
H 0.8525 -0.9842 -1.2445  0.1084
H 2.8827 0.0649 -0.0486  0.1163
H 2.0157 -0.1556 1.4694  0.1255
H 4.4672 -4.2096 -0.8795  0.1312
H 3.7405 -4.2532 0.7379  0.1226
H 2.6504 -5.8098 -1.0351  0.1211
H 1.5471 -4.7468 -0.1591  0.1247
H -0.3191 -5.7662 -2.3926  0.0927
H -0.1734 -5.6427 -4.1600  0.0877
H 1.0310 -6.5631 -3.2329  0.0907
H 3.0822 -0.9808 -1.7745  0.1113
H 4.3994 -2.0841 -2.1257  0.1306

The multiplicity is 1. The LUMO energy is 0.59 eV. The total energy is -33799.495 eV. The value obtained for the energy above the lowest of the compared OMol25 structures with the same formula, charge and spin is 40.18 kcal per mole. The SMILES is C[C@@H]1CCOC[C@H]1C(=O)N(C)CCCCC(=O)N1CCc2c(nnn2C)C1.